74
Properties=species:S:1:pos:R:3:forces:R:3:mulliken_charge:R:1 method="wB97M-V/def2-TZVPD" e_above_lowest_kcal_mol=6.2 homo_lumo_gap_ev=5.878 e_homo_ev=-8.8574 total_charge=+1 fmax_ha_per_bohr=0.01658
Ba 0.986 0.380 -0.709 -0.1 0.6 -0.2 1.59
C -4.007 1.589 2.055 0.0 0.0 0.0 -0.76
C -3.980 0.237 2.374 0.0 0.0 0.0 -0.80
C -3.034 -0.612 1.824 0.0 0.0 0.1 -0.58
C -2.079 -0.140 0.909 0.1 -0.1 -0.1 0.31
C -2.084 1.240 0.654 0.1 0.1 0.0 0.14
C -3.033 2.086 1.203 0.0 0.0 0.1 -0.51
N -1.066 -0.912 0.328 -0.3 0.0 0.1 1.24
C -1.205 -2.224 0.083 -0.1 0.1 -0.1 1.03
C -2.453 -2.934 0.058 0.1 0.1 0.0 -1.12
C -2.501 -4.289 -0.069 0.0 -0.1 0.0 -0.73
C -1.325 -5.065 -0.191 0.0 -0.1 0.0 -0.81
C -0.128 -4.427 -0.298 0.0 0.1 -0.2 -0.66
C -0.048 -3.012 -0.245 -0.1 0.0 0.2 -1.11
N 1.122 -2.332 -0.529 0.1 -0.8 0.0 2.26
N 2.114 -3.057 -0.835 0.2 0.3 -0.1 -1.38
C 3.270 -2.353 -1.250 -0.4 0.0 0.1 -0.43
C 4.387 -3.129 -1.553 0.0 -0.1 0.0 -0.49
C 5.521 -2.512 -2.038 0.0 0.1 0.0 -0.36
C 5.514 -1.130 -2.211 0.0 -0.2 0.1 -0.79
C 4.366 -0.444 -1.867 0.0 0.2 0.0 -0.46
N 3.260 -1.024 -1.392 0.2 -0.1 -0.1 0.28
H -4.754 2.242 2.484 0.0 0.0 0.0 0.44
H -4.702 -0.165 3.073 0.0 0.0 0.0 0.41
H -3.017 -1.647 2.133 0.0 0.0 0.0 0.63
H -1.336 1.691 0.006 -0.1 -0.1 -0.1 -0.77
H -3.005 3.143 0.962 0.0 0.0 0.0 0.50
H -3.373 -2.373 0.131 0.0 0.0 0.0 0.65
H -3.465 -4.784 -0.084 0.0 0.0 0.0 0.41
H -1.385 -6.143 -0.239 0.0 0.0 0.0 0.41
H 0.787 -4.976 -0.463 0.0 0.0 0.0 0.49
H 4.321 -4.198 -1.410 0.0 0.0 0.0 0.50
H 6.397 -3.096 -2.287 0.0 0.0 0.0 0.41
H 6.369 -0.597 -2.602 0.0 0.0 0.0 0.42
H 4.328 0.635 -1.986 0.0 0.0 0.0 0.47
C 1.163 4.661 1.478 0.0 0.0 0.0 -1.31
C 1.925 3.387 1.238 0.1 0.0 0.1 0.70
O 1.739 2.702 0.231 0.1 0.1 0.0 -0.66
N 2.809 3.021 2.184 -0.1 0.1 -0.1 -0.09
C 3.578 1.785 2.124 0.0 0.0 0.0 -1.03
C 2.870 0.627 2.789 0.0 0.0 0.0 0.75
C 3.226 0.220 4.066 0.0 0.0 0.0 -0.71
C 2.533 -0.826 4.655 0.0 0.0 0.0 -0.46
C 1.508 -1.425 3.947 0.0 0.0 0.0 -1.06
C 1.220 -0.956 2.673 0.0 0.0 0.1 -0.43
N 1.884 0.047 2.096 0.0 0.0 0.0 0.47
H 0.804 5.043 0.528 0.0 0.0 0.0 0.33
H 1.775 5.414 1.972 0.0 0.0 0.0 0.43
H 0.303 4.441 2.114 0.0 0.0 0.0 0.29
H 2.910 3.611 2.994 0.0 0.0 0.0 0.23
H 4.539 1.965 2.603 0.0 0.0 0.0 0.56
H 3.760 1.556 1.075 0.0 0.0 0.0 0.04
H 4.038 0.713 4.584 0.0 0.0 0.0 0.43
H 2.792 -1.166 5.649 0.0 0.0 0.0 0.42
H 0.938 -2.245 4.361 0.0 0.0 0.0 0.49
H 0.422 -1.394 2.086 0.0 0.0 0.0 0.54
C -0.802 -1.603 -3.612 0.0 0.0 0.0 -0.74
O -0.269 -0.433 -2.992 0.1 -0.1 -0.1 -0.22
H -0.394 -1.737 -4.615 0.0 0.0 0.0 0.32
H -1.892 -1.554 -3.666 0.0 0.0 0.0 0.28
H -0.521 -2.453 -2.994 0.0 0.0 0.0 0.19
H -0.474 0.369 -3.502 0.1 0.0 0.0 0.12
S -0.574 2.706 -2.959 -0.1 -0.1 0.1 -0.40
C -2.246 2.544 -2.699 0.1 0.0 -0.1 0.49
N -3.014 3.666 -2.758 0.0 0.0 0.0 -0.03
C -4.355 3.707 -2.575 -0.1 -0.1 0.0 -0.38
C -5.040 2.564 -2.307 0.1 0.0 0.0 -0.69
C -4.307 1.362 -2.232 -0.1 0.1 0.0 -0.35
C -2.956 1.350 -2.425 0.1 0.0 0.0 0.13
H -2.515 4.523 -2.963 0.0 0.0 0.0 0.25
H -4.816 4.681 -2.658 0.0 0.0 0.0 0.42
H -6.108 2.590 -2.158 0.0 0.0 0.0 0.43
H -4.822 0.437 -2.007 0.0 0.0 0.0 0.46
H -2.391 0.433 -2.346 0.0 0.0 0.0 -0.04

20
Properties=species:S:1:pos:R:3:forces:R:3:mulliken_charge:R:1 method="wB97M-V/def2-TZVPD" e_above_lowest_kcal_mol=86.9 homo_lumo_gap_ev=7.860 e_homo_ev=-7.1565 fmax_ha_per_bohr=0.01823
C -0.613 -1.184 1.269 0.0 -0.3 0.4 -0.91
C 1.772 0.092 -1.192 -0.1 -0.1 0.4 -1.73
N -0.411 -0.372 0.078 -0.6 0.5 -0.1 0.84
C -1.110 1.099 0.108 0.1 -0.6 0.0 0.53
C 0.922 0.427 0.030 0.3 0.6 -0.3 0.68
N -0.694 -1.167 -1.066 0.0 -0.4 -0.3 -0.86
C 0.121 1.677 0.049 0.7 -0.3 0.3 -0.97
O 1.703 0.147 1.157 0.3 -0.2 0.1 -0.58
N -2.342 1.339 0.110 -0.9 0.3 -0.1 -0.82
H 1.433 0.729 1.878 -0.1 0.0 -0.2 0.43
H -1.697 -1.357 -1.066 0.2 0.2 0.1 0.27
H -0.501 -0.610 -1.895 -0.1 0.1 0.2 0.25
H -2.995 0.580 0.221 0.0 -0.2 0.0 0.19
H 0.437 2.695 0.044 0.1 0.4 -0.1 0.48
H -1.601 -1.640 1.224 0.0 0.1 -0.1 0.33
H -0.556 -0.553 2.152 0.0 0.0 -0.1 0.36
H 0.144 -1.965 1.320 0.0 0.1 0.0 0.33
H 2.745 0.553 -1.043 0.0 0.1 0.0 0.42
H 1.906 -0.983 -1.276 0.1 -0.1 -0.1 0.39
H 1.336 0.493 -2.101 0.0 0.0 -0.1 0.39

58
Properties=species:S:1:pos:R:3:forces:R:3:mulliken_charge:R:1 method="wB97M-V/def2-TZVPD" e_above_lowest_kcal_mol=46.2 homo_lumo_gap_ev="6.058 / 6.094" e_homo_ev="-11.4906 / -11.4913" total_charge=+1 fmax_ha_per_bohr=0.05162
Os 1.432 -0.350 -0.573 0.0 -2.2 1.5 0.92
C 1.196 2.323 1.699 0.2 -0.2 0.2 -1.30
Si -0.028 1.485 0.563 0.4 1.9 -0.5 0.59
C -1.320 0.665 1.616 0.0 -1.0 -0.2 -0.98
C -0.826 2.885 -0.398 0.1 0.0 0.1 0.94
C -1.237 3.960 0.399 0.0 0.0 0.0 -0.78
C -1.798 5.099 -0.163 0.0 -0.1 0.0 -0.84
C -1.936 5.195 -1.539 0.0 0.0 -0.1 -0.66
C -1.551 4.130 -2.340 -0.1 0.0 0.2 -0.68
C -1.019 2.965 -1.780 -0.2 0.5 -0.4 0.47
Si -0.565 1.535 -2.847 -0.1 -0.6 0.5 0.45
C -1.491 1.353 -4.422 0.1 0.2 -0.3 -1.23
C 1.291 1.470 -3.017 0.0 -0.4 -0.1 -0.74
H 0.686 3.117 2.251 0.0 0.0 0.0 0.44
H 2.022 2.783 1.154 0.0 0.0 0.0 0.35
H 1.610 1.630 2.436 0.0 0.0 0.0 0.39
H -1.566 1.391 2.397 0.2 0.1 -0.1 0.57
H -0.971 -0.248 2.102 -0.1 0.1 0.1 0.13
H -2.224 0.443 1.050 0.0 0.0 0.0 0.32
H -1.128 3.919 1.477 0.0 0.1 0.0 0.20
H -2.123 5.910 0.476 0.0 0.0 0.0 0.41
H -2.351 6.089 -1.987 0.0 0.0 0.0 0.42
H -1.684 4.202 -3.414 0.0 0.0 0.0 0.35
H -1.401 2.253 -5.038 0.0 -0.1 0.0 0.36
H -2.550 1.170 -4.239 0.0 0.0 0.1 0.33
H -1.097 0.517 -5.003 0.0 0.0 0.0 0.38
H 1.704 2.409 -3.387 0.1 0.1 0.2 0.52
H 1.608 0.676 -3.690 0.0 0.1 0.1 0.37
H 1.784 1.285 -2.021 0.1 0.2 0.0 0.03
O 3.880 0.085 1.269 0.0 0.1 0.2 -0.45
C 2.975 -0.006 0.589 -0.4 0.1 -0.9 0.16
O -1.022 0.293 -1.762 0.0 0.4 0.4 -0.08
O -0.068 -0.784 -1.725 -0.7 -0.5 -1.0 -0.63
C -1.967 -2.830 2.274 0.0 0.0 0.1 -1.30
N -1.029 -2.676 1.167 0.2 0.2 -0.1 0.29
C -1.656 -2.466 -0.130 -0.1 -0.3 -0.1 -1.05
C 0.295 -2.631 1.360 -0.6 -0.1 0.2 0.61
N 1.158 -2.018 0.541 0.4 0.6 -0.4 -0.57
N 0.777 -3.222 2.484 0.4 -0.1 -0.1 0.04
C 0.374 -4.579 2.855 -0.1 0.0 0.1 -1.11
C 2.071 -2.819 3.027 -0.1 0.0 0.0 -1.11
H -2.749 -2.077 2.170 0.0 0.0 0.0 0.47
H -1.465 -2.684 3.226 0.0 0.0 0.0 0.40
H -2.444 -3.811 2.264 0.0 0.0 0.0 0.37
H -2.415 -3.235 -0.277 0.0 0.0 0.1 0.38
H -0.920 -2.537 -0.916 0.0 0.0 -0.1 0.35
H -2.133 -1.487 -0.188 0.1 0.0 0.0 0.23
H 2.105 -2.327 0.708 -0.1 -0.3 0.4 0.39
H -0.495 -4.894 2.288 0.0 0.0 0.0 0.36
H 0.146 -4.628 3.919 0.0 0.0 0.0 0.34
H 1.189 -5.275 2.642 0.0 0.0 0.0 0.38
H 2.234 -1.757 2.859 0.0 0.0 0.0 0.31
H 2.900 -3.387 2.594 0.0 0.0 0.0 0.39
H 2.060 -2.995 4.101 0.0 0.0 0.0 0.33
F 2.130 -1.384 -3.226 -0.1 -0.4 0.1 -0.17
C 2.696 -1.220 -2.031 0.7 1.9 -0.4 0.35
F 3.090 -2.422 -1.594 -0.3 -0.1 0.3 -0.23
F 3.813 -0.488 -2.249 0.0 -0.2 0.1 -0.23